The following is a DFT calculation (wB97M-V/def2-TZVPD) of 6 unconnected molecules or ions with the total composition C15H30Cl6O9 at a distorted geometry.

ORCA input file:
```
! RIJCOSX wB97M-V def2-TZVPD def2/J DEFGRID3
* xyz 0 1
Cl -4.19288 -1.00472 -0.41211
C -3.39984 -2.08076 -1.58736
C -2.51408 -3.04329 -0.75972
Cl -3.55691 -4.06337 0.17545
H -2.87343 -1.47914 -2.31336
H -4.15348 -2.63518 -2.13433
H -1.97141 -2.42675 -0.04083
H -1.84142 -3.66773 -1.35540
Cl 0.61277 -4.00529 1.96409
C -0.03835 -3.72172 3.59310
C 0.08966 -2.26532 4.09846
Cl -0.96159 -1.16006 3.16215
H 0.58148 -4.43554 4.16416
H -1.08595 -4.05012 3.64703
H 1.10266 -1.91614 4.12442
H -0.35192 -2.28912 5.08109
Cl -4.75669 3.10994 -0.45263
C -3.03550 2.98831 -0.83296
C -2.30698 4.22747 -1.42231
Cl -2.66783 4.37482 -3.15916
H -2.94717 2.12837 -1.53345
H -2.60860 2.72631 0.15373
H -1.21796 4.00289 -1.43198
H -2.51686 5.14487 -0.90176
C 3.22700 1.45832 -2.46291
O 2.81428 0.09917 -2.30135
C 2.55280 -0.56627 -3.40966
O 2.61939 -0.10564 -4.54772
O 2.22668 -1.84912 -3.12429
C 1.99654 -2.29135 -1.79810
H 4.27322 1.42366 -2.89474
H 3.28447 1.97750 -1.49799
H 2.62865 2.05564 -3.14414
H 2.90403 -2.04814 -1.19363
H 1.74061 -3.33814 -1.86602
H 1.12956 -1.83690 -1.36319
C 0.26792 2.26585 4.69192
O 1.13036 1.14252 4.77076
C 1.86082 1.10323 3.62669
O 1.79275 1.76091 2.68267
O 2.74257 0.05329 3.80106
C 3.19198 -0.45230 2.54902
H -0.08969 2.44528 5.66217
H -0.53295 2.04986 4.02148
H 0.75297 3.18108 4.31757
H 3.55948 -1.48058 2.75693
H 3.94698 0.23179 2.22351
H 2.41864 -0.45188 1.78462
C -0.30598 0.63137 0.21388
O -0.15417 1.40961 -0.99172
C -0.34728 0.70183 -2.08478
O -0.61193 -0.47079 -2.15818
O -0.21402 1.54474 -3.14331
C -0.71206 0.98403 -4.40661
H 0.39025 -0.22522 0.28390
H -1.28924 0.22147 0.31443
H -0.05680 1.33253 0.98485
H -0.02509 0.21607 -4.79103
H -0.80001 1.82011 -5.11569
H -1.70045 0.54774 -4.21672
*
```

Properties
- energy relative to the best compared isomer or geometry (same formula, charge and spin) (kcal per mole) = 0.0
- molar mass (g mol⁻¹) = 567.11
- SMILES = COC(=O)OC.COC(=O)OC.COC(=O)OC.ClCCCl.ClCCCl.ClCCCl
- E_LUMO (eV) = 0.415
- calculated total energy (a.u.) = -4027.863298
- Kohn-Sham gap (eV) = 10.91
- HOMO level (eV) = -10.49

Atomic partial charges in e from the Löwdin method, atoms 1 to 6: 0.5511, -0.6349, -0.7073, 0.5736, 0.0431, 0.0612

---

The following is a DFT calculation (wB97M-V/def2-TZVPD) of a molecular structure, C15H30ClN5O8PS2W.

ORCA input file:
```
! RIJCOSX wB97M-V def2-TZVPD def2/J DEFGRID3
* xyz 0 2
W 0.28744 -0.61451 -0.02774
C 1.18370 -2.08871 2.43020
C 2.10020 -2.69008 1.35961
N 1.83675 -2.18266 -0.01493
C 3.05122 -1.67164 -0.67694
C 3.41316 -0.33320 -0.06461
N 2.20013 0.50778 0.10751
C 2.19448 1.25294 1.37907
C 1.91761 0.27983 2.51863
N 0.84758 -0.67448 2.14788
H 0.24196 -2.62759 2.47181
H 1.65906 -2.17949 3.41260
H 3.14570 -2.48366 1.59820
H 1.98409 -3.77532 1.36862
H 1.38932 -2.92459 -0.56385
H 3.88613 -2.37434 -0.56825
H 2.82677 -1.57930 -1.73905
H 3.85886 -0.47689 0.92098
H 4.15663 0.18233 -0.67377
H 2.11164 1.14287 -0.68807
H 3.14592 1.77071 1.54988
H 1.40403 1.99984 1.30676
H 2.81380 -0.29376 2.76449
H 1.63826 0.82620 3.42141
H -0.04854 -0.47705 2.59868
C -0.47974 2.74584 -5.61848
C -0.38939 1.81937 -4.43218
O 0.54553 0.76556 -4.77014
P 1.26710 -0.06871 -3.61380
S 2.44961 -1.37686 -4.38728
S -0.26152 -0.67258 -2.38617
O 2.04262 1.07965 -2.76080
C 3.00439 1.89347 -3.47591
C 4.40889 1.63587 -2.98149
H -1.19098 3.54433 -5.40620
H -0.81771 2.21022 -6.50471
H 0.48753 3.19830 -5.83760
H -1.34853 1.35864 -4.19677
H -0.04480 2.33905 -3.53594
H 2.70258 2.92847 -3.30078
H 2.92185 1.69418 -4.54498
H 4.53677 1.98043 -1.95341
H 5.12142 2.18240 -3.60111
H 4.64344 0.57396 -3.04553
O -2.12396 2.09797 -1.44128
Cl -1.23425 2.18711 -0.34190
O -1.62043 3.18261 0.59038
O 0.12820 2.36781 -0.78150
O -1.25742 0.85776 0.40958
C -4.40636 -1.95261 2.13970
N -3.36184 -2.35452 1.20944
C -3.57857 -3.32398 0.27144
C -2.59050 -3.80266 -0.49151
C -1.25153 -3.25970 -0.33432
O -0.27057 -3.76552 -0.87218
N -1.12411 -2.11254 0.45869
C -2.10285 -1.81830 1.39429
O -1.89820 -1.10990 2.37512
H -5.36575 -2.26182 1.73097
H -4.39146 -0.87183 2.25611
H -4.26104 -2.41093 3.11842
H -4.59621 -3.68384 0.20838
H -2.74898 -4.58385 -1.21648
*
```

Properties
- energy relative to the best compared isomer or geometry (same formula, charge and spin) (kcal per mole) = 64.7
- molar mass (g mol⁻¹) = 722.83
- E_LUMO (spin up / spin down) (eV) = -0.042 / 0.211
- calculated total energy (a.u.) = -3130.191452
- Kohn-Sham gap (spin up / spin down) (eV) = 6.73 / 6.82
- <S²> = 0.75
- HOMO level (spin up / spin down) (eV) = -6.77 / -6.61

Atomic partial charges in e from the Löwdin method, atoms 1 to 6: 1.2539, -0.1748, -0.1450, -0.1709, -0.1840, -0.1558

---

The following is a DFT calculation (wB97M-V/def2-TZVPD) of a molecular structure, C15H30F6Li3N3O27S6 at a distorted geometry.

ORCA input file:
```
! RIJCOSX wB97M-V def2-TZVPD def2/J DEFGRID3
* xyz 0 1
Li -1.57552 -2.01300 0.39233
Li 0.43683 -3.08536 0.69084
Li -1.97276 1.27389 3.91643
N -1.50034 1.11245 5.80258
S -0.32457 0.24553 6.73303
O -0.70887 -0.49257 7.90392
O 1.13480 0.46792 6.52345
F -0.28786 -1.07792 5.86716
S -1.14769 2.49298 6.54585
O 0.18208 3.06983 6.06665
O -1.62940 2.66472 7.90716
F -2.27764 3.39552 5.81673
N 0.10166 -1.12023 0.69295
S 0.48415 -0.19517 2.10103
O -0.57996 0.70010 2.61944
O 1.91198 0.05645 2.43614
F 0.36003 -1.37274 3.23388
S 0.51172 0.06174 -0.19929
O 1.95459 0.22002 -0.54580
O -0.25336 1.29379 -0.10011
F 0.02371 -0.67551 -1.58976
N 2.14565 1.41425 -6.19635
S 2.14334 0.24211 -4.93057
O 3.33825 -0.53362 -4.81811
O 0.92968 -0.18577 -4.19848
F 2.64351 1.39793 -3.95348
S 1.64875 0.31733 -7.16621
O 0.21074 -0.07757 -7.17764
O 2.72080 -0.65829 -7.53158
F 1.72817 1.24862 -8.41530
C 4.14389 -1.81477 0.96944
O 4.42884 -2.66820 -0.11884
C 3.43117 -3.32600 -0.76608
O 2.22953 -3.43332 -0.56023
O 4.11044 -4.19502 -1.56792
C 3.54581 -5.25723 -2.24150
H 4.59673 -2.06732 1.92823
H 3.07278 -1.62518 1.03931
H 4.74962 -1.00053 0.57169
H 4.25310 -5.77599 -2.88860
H 2.81288 -4.75543 -2.87324
H 2.98154 -5.96725 -1.63689
C 0.78337 5.08878 3.23115
O 0.00386 3.93389 3.05937
C -1.27257 3.89068 2.51349
O -2.07886 2.98110 2.80288
O -1.47784 4.89457 1.54021
C -2.67286 4.95620 0.77929
H 0.68149 5.71688 2.34616
H 1.78761 4.89473 3.60789
H 0.45728 5.79706 3.99280
H -2.74362 4.26805 -0.06306
H -2.86275 5.96411 0.41029
H -3.44817 4.68695 1.49657
C -1.34255 3.36679 -2.05069
O -1.91262 3.92134 -3.18094
C -1.16447 4.05821 -4.36618
O -0.02682 3.65896 -4.52656
O -2.00282 4.55204 -5.30152
C -3.41255 4.69919 -5.15312
H -0.64827 2.56071 -2.28801
H -2.08477 2.90967 -1.39628
H -0.80005 4.15538 -1.52923
H -3.58551 5.49952 -4.43362
H -3.99672 3.80167 -4.94990
H -3.82937 5.07669 -6.08684
C 1.94164 -6.29299 1.24577
O 2.67829 -5.89054 2.38584
C 2.44654 -4.65377 2.90667
O 1.64519 -3.78278 2.43294
O 3.18872 -4.52628 3.89744
C 2.87512 -3.54107 4.93651
H 2.20583 -7.30385 0.93522
H 2.31776 -5.66489 0.43823
H 0.85358 -6.32776 1.30082
H 3.19908 -3.90911 5.91000
H 1.79904 -3.68607 5.03207
H 3.04906 -2.48876 4.71184
C -2.50040 -1.08133 -4.15224
O -3.59955 -1.48406 -3.42134
C -3.76389 -1.41733 -2.04715
O -2.77300 -1.32867 -1.28592
O -5.08845 -1.41713 -1.81359
C -5.56860 -1.38556 -0.42110
H -1.58288 -1.51392 -3.75335
H -2.43940 -0.06987 -4.55392
H -2.61769 -1.54203 -5.13311
H -5.97762 -2.38329 -0.26193
H -6.45387 -0.74989 -0.43908
H -4.89372 -1.19340 0.41299
*
```

Properties
- energy relative to the best compared isomer or geometry (same formula, charge and spin) (kcal per mole) = 148.4
- molar mass (g mol⁻¹) = 1011.61
- E_LUMO (eV) = -3.634
- calculated total energy (a.u.) = -5795.942158
- Kohn-Sham gap (eV) = 4.54
- HOMO level (eV) = -8.17

Atomic partial charges in e from the Löwdin method, atoms 1 to 6: 0.7558, 0.7161, 0.7050, -0.3697, 0.5849, -0.2503

---

The following is a DFT calculation (wB97M-V/def2-TZVPD) of a gas-phase ion, C15H30N (charge +1) at a distorted geometry.

ORCA input file:
```
! RIJCOSX wB97M-V def2-TZVPD def2/J DEFGRID3
* xyz 1 1
C -3.75991 1.37794 0.51332
C -3.62435 1.58892 -0.65691
C -3.47070 1.85586 -2.07410
H -3.12766 2.88610 -2.20945
H -4.44211 1.74587 -2.56550
N -2.49213 0.93219 -2.72855
C -2.44221 1.24868 -4.16561
H -3.42724 1.12391 -4.61279
H -2.11572 2.27644 -4.31635
H -1.74799 0.58396 -4.67450
C -2.95199 -0.45606 -2.54667
H -2.30639 -1.14241 -3.08867
H -3.96797 -0.56346 -2.92373
H -2.94544 -0.71145 -1.48835
C -1.15777 1.14481 -2.08770
C -0.05818 0.16528 -2.48401
H 0.05184 0.11842 -3.56831
H -0.27971 -0.83543 -2.11591
C 1.29021 0.61017 -1.90093
C 1.33338 0.71611 -0.37525
C 0.96008 -0.58009 0.34312
C 1.20058 -0.50518 1.85351
C 2.67704 -0.60871 2.23037
C 2.92989 -0.41069 3.72605
C 2.28210 -1.45336 4.63890
C 2.78085 -2.87096 4.38499
H 2.47440 -3.22870 3.40504
H 3.86629 -2.90722 4.44171
H 2.37736 -3.55026 5.13199
H 1.19625 -1.42221 4.53020
H 2.51030 -1.18104 5.67159
H 4.00893 -0.42652 3.89432
H 2.56746 0.57924 4.01513
H 3.24510 0.15392 1.69362
H 3.06094 -1.58075 1.91791
H 0.65776 -1.32367 2.32809
H 0.79176 0.43247 2.23849
H -0.09739 -0.80381 0.17473
H 1.54477 -1.40419 -0.07042
H 0.68584 1.52496 -0.02902
H 2.35238 0.98855 -0.10121
H 2.04089 -0.11362 -2.22087
H 1.56462 1.57642 -2.32937
H -0.83431 2.15974 -2.33171
H -1.31213 1.08501 -1.00851
H -3.88973 1.20482 1.54133
*
```

Properties
- energy relative to the best compared isomer or geometry (same formula, charge and spin) (kcal per mole) = 2.4
- molar mass (g mol⁻¹) = 224.41
- SMILES = C#CC[N+](C)(C)CCCCCCCCCC
- E_LUMO (eV) = -2.511
- calculated total energy (a.u.) = -643.992966
- Kohn-Sham gap (eV) = 10.39
- HOMO level (eV) = -12.90

Atomic partial charges in e from the Löwdin method, atoms 1 to 6: 0.1873, -0.1143, -0.1305, 0.1531, 0.1510, -0.3381

---

Which of these has the highest energy relative to the best compared isomer or geometry (same formula, charge and spin)? C15H30F6Li3N3O27S6

---

Which of these has the lowest calculated total energy? C15H30F6Li3N3O27S6

---

What is the formula in the fourth record? C15H30N